The following is a DFT calculation (wB97M-V/def2-TZVPD) of a cluster of 14 separate species, C50H134N6O27 in total at a distorted geometry.

Last column: Mulliken charge in e.
Geometry (Å):
C 6.80 9.86 15.13  -1.49
C 8.18 10.34 15.66  0.03
C 8.11 11.72 16.38  -0.35
O 7.50 12.68 15.50  -0.36
C 7.29 13.97 16.08  -0.70
N 8.57 9.29 16.54  -0.16
H 6.86 8.91 14.61  0.50
H 6.38 10.56 14.40  0.37
H 6.07 9.80 15.93  0.26
H 8.86 10.30 14.80  0.35
H 9.14 11.97 16.65  0.43
H 7.41 11.62 17.21  0.17
H 8.21 14.38 16.50  0.29
H 6.63 13.77 16.93  0.29
H 6.90 14.70 15.38  0.25
H 8.33 8.43 16.07  0.20
H 7.89 9.41 17.27  -0.03
C 13.50 9.98 22.83  0.91
C 14.20 9.93 24.09  -0.54
O 14.98 11.10 24.14  -0.48
O 12.81 8.86 22.52  -0.10
H 14.20 10.14 22.00  -0.12
H 12.92 10.90 22.74  -0.56
H 14.76 9.05 24.40  0.46
H 13.48 9.99 24.90  -0.10
H 15.89 10.81 24.03  0.29
H 13.46 8.17 22.36  0.26
C 7.35 6.68 22.09  -0.34
C 7.51 8.18 22.27  -0.37
O 7.96 8.79 21.11  0.66
O 6.84 6.06 23.26  -0.58
H 8.34 6.31 21.82  -0.02
H 6.68 6.43 21.27  0.39
H 8.31 8.41 22.99  0.48
H 6.56 8.63 22.55  0.26
H 8.85 8.45 21.08  -0.27
H 5.91 6.27 23.32  0.37
C 12.24 8.54 18.41  0.15
C 10.83 8.77 19.01  -0.19
O 10.86 8.46 20.39  -0.10
O 13.25 9.24 19.24  -0.23
H 12.26 9.01 17.43  0.39
H 12.34 7.45 18.39  -0.13
H 10.02 8.15 18.65  0.19
H 10.63 9.84 19.03  0.02
H 11.74 8.73 20.65  -0.23
H 13.87 9.57 18.58  -0.08
C 14.29 4.98 21.09  -0.05
C 14.46 5.70 22.45  -0.42
O 14.80 7.08 22.18  -0.46
O 15.37 5.16 20.29  -0.57
H 13.43 5.30 20.51  -0.12
H 14.04 3.95 21.36  0.45
H 15.24 5.30 23.10  0.31
H 13.57 5.74 23.08  0.33
H 15.20 7.08 21.31  0.15
H 15.07 5.28 19.39  0.41
C 9.44 3.65 21.31  -0.32
C 10.92 4.16 21.87  0.27
O 11.17 3.66 23.14  -0.65
O 9.47 2.25 21.28  -0.58
H 9.25 4.11 20.34  0.14
H 8.70 3.87 22.07  0.41
H 11.00 5.25 21.80  0.14
H 11.74 3.83 21.24  -0.16
H 10.61 4.11 23.78  0.37
H 9.77 2.01 22.16  0.37
C 7.63 12.16 22.28  -0.46
C 7.59 12.24 20.75  -0.29
O 6.74 11.11 20.25  -0.56
O 8.86 11.42 22.62  -0.49
H 6.78 11.66 22.74  0.22
H 7.78 13.12 22.79  0.39
H 8.59 12.10 20.35  0.10
H 7.31 13.27 20.52  0.36
H 7.19 10.27 20.35  0.25
H 8.76 10.51 22.35  0.23
C 12.17 2.20 16.69  -0.66
C 11.20 3.06 17.47  -0.24
O 11.79 4.26 17.78  0.28
O 12.71 2.78 15.51  -0.58
H 11.81 1.20 16.48  0.55
H 12.98 1.88 17.34  0.25
H 10.82 2.54 18.35  0.34
H 10.36 3.21 16.79  0.14
H 11.97 4.73 16.96  -0.11
H 13.67 2.71 15.51  0.20
C 3.68 8.86 19.49  -0.48
C 3.36 7.84 20.65  -0.51
O 4.38 7.76 21.64  -0.38
O 5.01 8.59 19.10  -0.32
H 3.66 9.90 19.82  0.30
H 3.04 8.60 18.65  0.27
H 3.17 6.85 20.23  0.38
H 2.45 8.12 21.19  0.35
H 4.23 6.89 22.01  0.23
H 5.65 9.13 19.58  0.17
C 15.72 10.67 16.94  -1.01
O 15.80 10.13 18.20  -0.04
C 16.66 10.67 19.21  -0.25
C 18.18 10.67 18.65  -0.96
N 18.50 9.33 18.13  -0.20
C 18.39 8.21 19.09  -0.20
C 19.43 7.15 18.69  -0.94
O 19.06 6.50 17.45  -0.22
C 20.21 5.75 16.95  -1.01
H 15.79 11.76 16.96  0.32
H 14.78 10.52 16.40  0.28
H 16.58 10.39 16.33  0.35
H 16.55 10.03 20.09  0.02
H 16.38 11.68 19.51  0.44
H 18.89 10.97 19.42  0.43
H 18.34 11.47 17.93  0.33
H 17.91 9.15 17.32  0.22
H 17.37 7.87 18.92  -0.01
H 18.27 8.43 20.15  0.56
H 19.57 6.44 19.51  0.39
H 20.42 7.59 18.58  0.47
H 19.85 5.25 16.06  0.24
H 20.51 4.94 17.62  0.36
H 20.89 6.52 16.57  0.40
C 17.91 12.23 31.08  -0.76
O 16.55 11.69 31.24  -0.31
C 16.19 10.40 30.62  -0.50
C 14.67 10.26 30.61  -0.40
N 14.33 9.07 29.85  -0.40
C 12.90 8.87 30.15  -0.58
C 12.19 8.04 28.93  -0.80
O 12.36 8.81 27.74  -0.12
C 11.94 8.19 26.50  -0.78
H 18.73 11.51 31.21  0.30
H 18.09 13.18 31.58  0.28
H 17.96 12.55 30.04  0.30
H 16.59 9.52 31.12  0.33
H 16.43 10.40 29.56  0.25
H 14.37 11.17 30.08  0.14
H 14.15 10.22 31.57  0.42
H 14.37 9.19 28.85  0.29
H 12.41 9.83 30.29  0.40
H 12.81 8.24 31.03  0.32
H 11.13 7.95 29.17  0.42
H 12.70 7.08 28.95  0.39
H 12.42 7.21 26.42  0.33
H 12.00 8.81 25.61  0.09
H 10.90 7.92 26.68  0.39
C 11.65 13.26 22.24  -0.51
O 12.09 14.43 22.89  -0.46
C 13.35 14.25 23.61  -0.67
C 13.20 13.68 25.02  -0.08
N 13.13 14.77 26.00  -0.48
C 12.50 14.32 27.26  -0.53
C 12.07 15.33 28.28  -0.48
O 11.34 14.65 29.37  -0.27
C 10.41 15.45 30.14  -0.77
H 10.94 13.57 21.48  0.29
H 11.08 12.63 22.93  0.24
H 12.36 12.63 21.70  0.19
H 13.91 15.18 23.60  0.43
H 13.93 13.52 23.05  0.32
H 14.07 13.05 25.23  0.15
H 12.37 12.97 25.09  0.24
H 12.45 15.39 25.59  0.29
H 13.22 13.60 27.65  0.25
H 11.60 13.72 27.10  0.28
H 11.41 16.02 27.76  0.33
H 12.90 15.90 28.69  0.33
H 9.52 15.63 29.55  0.30
H 10.88 16.30 30.64  0.30
H 10.25 14.88 31.06  0.26
C 7.37 4.19 17.99  -0.71
O 6.49 4.02 16.87  -0.25
C 6.51 2.80 16.23  -0.69
C 5.66 2.73 14.98  -0.58
N 4.19 2.88 15.16  -0.37
C 3.50 2.60 13.91  -0.83
C 3.30 3.66 12.85  -0.49
O 3.38 5.06 13.15  -0.33
C 3.67 5.84 12.03  -0.75
H 7.02 5.07 18.52  0.35
H 8.46 4.11 17.88  0.03
H 7.14 3.39 18.70  0.47
H 6.00 2.24 17.02  0.38
H 7.51 2.37 16.18  0.35
H 5.84 1.75 14.54  0.46
H 6.08 3.45 14.28  0.28
H 4.01 3.86 15.30  0.28
H 2.54 2.32 14.34  0.34
H 3.82 1.68 13.42  0.37
H 2.35 3.52 12.33  0.46
H 4.02 3.40 12.08  0.35
H 2.99 5.87 11.18  0.31
H 4.62 5.49 11.63  0.33
H 3.70 6.89 12.34  0.24
C 12.01 6.08 14.64  -1.09
O 12.86 5.92 15.76  0.07
C 14.15 6.56 15.59  -1.25
C 14.89 6.64 16.94  0.59
N 15.20 5.40 17.48  0.64
C 16.53 4.96 17.20  -0.03
C 16.62 3.45 17.44  -0.91
O 15.78 2.83 16.47  -0.36
C 16.09 3.05 15.02  -0.77
H 11.02 5.83 15.02  0.25
H 12.27 5.37 13.85  0.28
H 11.95 7.08 14.21  0.40
H 13.97 7.50 15.08  0.67
H 14.79 6.02 14.89  0.31
H 14.31 7.14 17.72  -0.60
H 15.78 7.24 16.77  -0.11
H 14.59 4.88 16.87  -0.24
H 17.26 5.50 17.80  -0.29
H 16.82 5.26 16.19  0.63
H 16.28 3.05 18.39  0.18
H 17.65 3.08 17.45  0.35
H 17.12 2.78 14.80  0.43
H 16.07 4.09 14.69  0.20
H 15.40 2.57 14.32  0.35

- Electronic energy: -118228.406 eV
- Kohn-Sham gap: 8.97 eV
- Net charge: 0